56
Properties=species:S:1:pos:R:3:forces:R:3 method="wB97M-V/def2-TZVPD" relative_energy_kj_mol=0.0 gap_ev=6.77 homo_ev=-6.97 e_lumo_ev=-0.199 total_charge=0
C -0.0165 2.7425 2.1182 -0.707 -0.303 -0.065
C -0.9539 3.0400 1.0943 -0.219 -0.045 0.730
C -2.2128 2.4886 1.4459 0.698 -0.104 0.744
H -0.7542 3.6345 0.2057 -0.015 -0.190 0.177
C -2.0522 1.7749 2.6863 -0.093 0.962 -0.485
C -0.6732 1.9374 3.1070 0.006 0.543 -0.435
H -0.2898 1.7049 4.0998 -0.076 0.008 -0.305
H 1.0040 3.1157 2.1870 -0.232 -0.261 -0.123
H -3.1512 2.6434 0.9146 0.301 -0.236 0.085
H -2.8562 1.4147 3.3268 0.227 -0.008 -0.332
Cd -0.8362 -0.0628 1.8268 -0.607 1.607 1.170
C -0.4633 -0.7830 -0.0114 0.267 -0.420 -2.326
H 0.5977 -1.0643 -0.0757 -0.314 -0.019 0.094
H -1.0962 -1.6651 -0.1724 0.228 0.027 -0.127
H -0.6402 -0.0704 -0.8245 -0.060 -0.319 0.135
Si 1.3219 1.4813 -2.4203 -1.182 -1.381 0.940
C 2.1032 -0.0971 -3.0167 0.535 -0.216 -0.051
C 3.2600 0.0036 -3.8091 -0.262 -0.428 -0.064
H 3.7198 0.9849 -3.9451 -0.108 -0.298 -0.169
C 3.8104 -1.1338 -4.4084 0.031 -0.061 0.189
H 4.6739 -1.0393 -5.0619 -0.069 -0.005 0.133
C 3.2665 -2.3979 -4.1605 -0.189 0.424 0.019
H 3.6994 -3.2868 -4.6198 -0.096 0.239 0.107
C 2.1533 -2.5062 -3.3250 0.018 0.154 0.171
H 1.7303 -3.4861 -3.1110 0.067 0.151 -0.049
C 1.5773 -1.3681 -2.7499 0.247 -0.256 -0.381
H 0.7227 -1.4744 -2.0829 0.128 0.011 -0.332
C -0.2856 1.7961 -3.2872 -0.467 -0.164 -0.341
C -0.1728 2.1257 -4.6507 -0.548 0.309 0.179
H 0.8056 2.0640 -5.1388 -0.326 0.147 0.102
C -1.2884 2.5784 -5.3615 0.036 -0.115 0.067
H -1.1778 2.9181 -6.3909 -0.031 -0.144 0.188
C -2.5464 2.6135 -4.7498 0.284 -0.191 0.277
H -3.4159 2.9841 -5.2987 0.287 -0.178 0.178
C -2.6801 2.1683 -3.4292 0.122 0.060 0.028
H -3.6665 2.1511 -2.9620 0.272 0.037 -0.113
C -1.5554 1.7790 -2.6854 -0.078 0.258 -0.482
H -1.6735 1.4821 -1.6378 0.048 0.218 -0.382
H 1.1172 1.4639 -0.9580 0.074 0.111 0.027
H 2.1608 2.5167 -2.8263 1.306 1.422 -0.422
N -0.7108 -1.8758 6.0001 0.082 -0.072 0.076
C -1.6341 -1.0166 6.5755 -0.019 0.067 -0.834
C -2.1959 -0.3173 5.5284 0.759 -0.776 0.013
N -1.6278 -0.7336 4.3418 0.822 -1.189 0.238
C -0.7266 -1.6774 4.6480 -1.261 1.063 0.699
C 0.1180 -2.3971 3.7077 0.703 -0.380 -1.452
N 0.1917 -2.1367 2.3969 0.183 -1.167 1.916
C 1.0694 -3.0587 1.8553 -0.234 0.220 0.752
C 1.5641 -3.8609 2.8482 -0.425 0.459 0.020
N 0.9490 -3.4377 4.0206 -0.029 0.034 0.192
H -0.1360 -2.5609 6.4829 -0.350 0.489 -0.034
H -1.8078 -0.9661 7.6339 0.050 -0.099 0.058
H -2.9725 0.4372 5.5606 0.239 -0.139 -0.039
H 1.2713 -3.0939 0.7947 0.034 0.104 0.166
H 2.2950 -4.6484 2.8119 -0.079 -0.071 0.145
H 1.0874 -3.8283 4.9515 0.023 0.110 -0.675

88
Properties=species:S:1:pos:R:3:forces:R:3 method="wB97M-V/def2-TZVPD" gap_ev=5.96 homo_ev=-8.50 e_lumo_ev=-2.543 total_charge=0 smiles="CCCCOc1ccc2c(c1[PH2]=S)C(=O)C(P(O)O)=CC2=O.ClC(Cl)Cl.ClC(Cl)Cl.ClC(Cl)Cl.ClC(Cl)Cl.ClC(Cl)Cl.ClC(Cl)Cl.ClC(Cl)Cl.ClC(Cl)Cl.ClC(Cl)Cl.ClC(Cl)Cl"
C 0.1500 2.2353 7.6974 -0.212 -0.745 -1.552
C -0.4508 0.9174 8.4740 -0.167 0.852 1.277
C 0.5390 -0.3897 8.4831 -0.587 -0.278 0.255
C 1.2373 -0.7450 7.0431 1.921 0.971 0.919
O 0.8028 -2.0185 6.4471 -1.292 2.281 -3.927
C 0.3796 -1.6700 5.0520 -1.376 0.134 -1.351
C -1.2659 -1.5068 4.8535 1.847 0.838 -3.461
C -1.8962 -1.0796 3.4014 4.528 -0.703 1.255
C -0.8404 -0.8365 2.1648 0.710 -0.390 1.901
C 0.8164 -0.9915 2.3367 -2.424 -0.134 2.035
C 1.4740 -1.4203 3.8138 -4.772 0.802 -1.334
P 3.3637 -1.5690 4.0640 0.429 -0.879 1.631
S 3.8690 -2.8506 5.4908 -0.392 0.596 -0.625
C 1.6979 -0.6561 0.9923 3.824 -0.821 -1.332
O 2.9724 -0.9861 0.7719 -7.557 1.876 1.814
C 0.9459 0.1778 -0.2460 -5.052 0.112 0.020
P 2.0496 1.0221 -1.6099 1.984 -0.299 -0.595
O 1.7604 2.7547 -1.5395 -0.281 -1.638 0.772
O 1.5234 0.3722 -3.1496 -1.934 0.658 3.024
C -0.5283 0.3025 -0.4036 2.666 -0.999 1.561
C -1.5101 -0.3941 0.7093 -4.412 -1.023 0.544
O -2.8318 -0.6088 0.5578 8.147 1.568 0.540
H -0.2663 2.1753 6.5809 0.966 0.289 2.235
H -0.2269 3.2645 8.1189 0.877 -2.138 -0.594
H 1.3367 2.1975 7.5758 -2.924 0.147 0.679
H -0.5821 1.2409 9.6151 0.136 -0.935 -2.764
H -1.5576 0.6830 8.0958 2.552 0.316 0.593
H 1.4060 -0.2600 9.2913 -1.879 -0.039 -1.837
H -0.1133 -1.3026 8.8819 1.508 1.758 -1.063
H 1.1302 0.0792 6.2196 -0.002 -1.205 1.931
H 2.4069 -0.8556 7.2543 -2.455 0.117 -0.578
H -2.0307 -1.6708 5.7549 2.222 0.329 -2.076
H -3.0732 -0.9499 3.3199 2.964 -0.269 -0.143
H 4.1017 -1.9914 2.8978 -1.156 0.831 0.216
H 3.8983 -0.2532 4.4414 -0.860 -0.777 -0.877
H 2.3215 3.0889 -0.7767 -0.810 -0.710 -1.275
H 0.6088 -0.0490 -3.0649 1.465 0.850 -0.279
H -1.0394 0.8932 -1.3036 1.217 -1.464 2.148
Cl -0.3387 1.3656 -5.9992 -0.004 -0.228 0.042
C -0.5476 -0.3926 -5.9320 0.233 0.053 -0.207
Cl -1.7819 -0.8273 -4.7374 0.138 0.007 0.042
Cl -0.9756 -1.0297 -7.5290 0.101 0.210 0.628
H 0.4011 -0.8406 -5.6255 -0.302 0.174 -0.078
Cl -4.4297 -2.9468 -9.1845 0.150 0.183 -0.082
C -3.5615 -2.0821 -10.4643 -0.398 -0.101 0.428
Cl -4.1493 -0.4161 -10.5988 0.081 -0.196 -0.031
Cl -1.8167 -2.1034 -10.1564 -0.238 -0.175 -0.338
H -3.7500 -2.5914 -11.4129 -0.056 0.173 0.678
Cl 3.3726 3.2536 6.9405 0.360 0.416 -0.468
C 2.8707 4.9276 7.2328 -0.007 0.054 -0.018
Cl 1.5961 5.4023 6.0974 0.311 -0.081 0.225
Cl 2.3209 5.1291 8.9052 -0.036 0.210 -0.262
H 3.7339 5.5787 7.0734 -0.280 -0.260 0.077
Cl 4.4718 3.6390 -4.4118 -0.183 0.110 0.116
C 3.2713 4.8108 -3.8415 -0.095 -0.110 0.002
Cl 4.0496 6.0839 -2.8860 -0.091 -0.124 -0.036
Cl 2.3873 5.5110 -5.2082 0.065 -0.082 0.158
H 2.5567 4.2876 -3.2009 0.239 0.130 -0.214
Cl 5.9607 4.5641 9.7850 -0.031 -0.095 0.095
C 5.4963 3.0537 10.5865 -0.077 -0.138 0.093
Cl 3.9451 2.4689 9.9611 0.356 -0.201 0.559
Cl 6.7553 1.8248 10.3756 -0.154 0.172 0.066
H 5.3840 3.2516 11.6556 0.056 -0.051 -0.387
Cl -2.4757 -2.1822 -13.1692 0.353 -0.066 -1.103
C -2.8058 -2.6343 -14.8503 -0.028 0.203 -0.189
Cl -1.6220 -1.8903 -15.9386 -0.221 -0.108 0.160
Cl -2.7980 -4.3967 -15.0336 -0.083 0.163 0.134
H -3.7991 -2.2647 -15.1176 0.342 -0.155 0.082
Cl 1.0830 7.3688 2.6507 -0.220 -0.040 0.017
C -0.5797 6.7917 2.8549 -0.024 0.053 -0.045
Cl -0.8553 5.3331 1.8876 0.005 0.182 0.091
Cl -0.9240 6.4788 4.5647 -0.153 0.124 -0.296
H -1.2604 7.5715 2.5038 0.242 -0.282 0.126
Cl -3.1233 -8.4104 -17.4157 0.077 0.198 0.007
C -2.3579 -6.8535 -17.7758 0.023 0.008 0.034
Cl -0.6809 -7.0904 -18.2964 -0.200 0.063 0.108
Cl -3.2764 -5.9804 -19.0142 0.104 -0.056 0.202
H -2.3534 -6.2527 -16.8628 0.016 -0.225 -0.396
Cl -6.0815 -6.1818 -8.1437 -0.075 -0.024 -0.199
C -6.4117 -6.6339 -9.8248 -0.064 0.010 -0.007
Cl -5.2278 -5.8898 -10.9131 -0.178 -0.163 0.018
Cl -6.4038 -8.3962 -10.0081 -0.043 0.236 0.010
H -7.4050 -6.2643 -10.0921 0.360 -0.128 0.096
Cl 0.3640 1.4327 11.7649 0.151 -0.057 0.542
C -0.1004 -0.0777 12.5664 0.024 -0.051 0.078
Cl -1.6517 -0.6625 11.9410 0.154 0.074 0.089
Cl 1.1586 -1.3065 12.3555 -0.157 0.175 0.059
H -0.2127 0.1202 13.6355 0.035 -0.065 -0.388

61
Properties=species:S:1:pos:R:3:forces:R:3 method="wB97M-V/def2-TZVPD" relative_energy_kj_mol=26.8 gap_ev=7.14 homo_ev=-4.99 e_lumo_ev=2.149 total_charge=-1
Cs -0.9115 -2.5927 -1.3263 0.049 -0.176 -0.760
C 4.3567 1.1325 1.2985 -0.026 0.034 -0.041
C 3.4856 1.3034 0.0563 0.161 0.067 0.079
N 2.5719 0.1944 -0.1500 -0.033 -0.468 -0.187
C 1.1889 0.4202 0.2365 -0.121 0.257 0.127
C 0.9621 0.5500 1.7394 0.010 0.007 -0.068
C 2.9778 -0.9835 -0.7088 -0.252 0.271 0.137
S 4.5263 -1.1461 -1.3539 0.267 0.041 -0.135
N 2.0544 -1.9827 -0.7992 0.570 0.049 0.485
C 1.9226 -2.9271 0.1264 -0.221 0.342 -0.202
O 1.1041 -3.8580 -0.0108 0.184 -0.599 0.254
C 2.5857 -2.8362 1.4873 0.002 -0.004 0.050
C 1.7425 -2.9686 2.5932 0.055 -0.019 -0.055
C 2.2433 -2.8776 3.8811 -0.021 0.007 -0.002
C 3.6039 -2.6807 4.0866 0.038 -0.002 -0.010
C 4.4528 -2.5822 2.9947 -0.071 -0.015 -0.004
C 3.9473 -2.6552 1.7005 0.065 0.031 -0.039
H 4.9674 2.0257 1.4582 -0.018 -0.026 -0.019
H 5.0199 0.2809 1.1500 -0.005 -0.011 0.049
H 3.7562 0.9568 2.1921 0.015 0.000 -0.026
H 4.1326 1.3828 -0.8145 -0.005 0.036 -0.092
H 2.8828 2.2130 0.1267 -0.011 -0.014 0.005
H 0.5999 -0.3947 -0.1611 -0.032 -0.027 0.007
H 0.8489 1.3397 -0.2569 0.017 -0.033 -0.032
H 1.3205 -0.3353 2.2626 0.023 -0.020 0.024
H -0.1062 0.6616 1.9364 0.016 0.005 0.001
H 1.4753 1.4236 2.1472 -0.014 -0.010 -0.009
H 0.6887 -3.1500 2.4206 0.019 0.004 0.013
H 1.5723 -2.9658 4.7272 0.004 -0.001 -0.003
H 3.9995 -2.6158 5.0932 -0.004 0.002 -0.003
H 5.5170 -2.4461 3.1447 0.002 0.002 -0.002
H 4.6126 -2.5675 0.8528 -0.017 -0.011 0.021
I -0.9798 0.7163 -3.4783 0.051 0.161 0.098
C 1.0413 1.3231 -3.5160 -0.039 -0.223 -0.058
C 1.4056 2.6013 -3.1276 -0.171 0.164 0.062
C 2.7511 2.9282 -3.1914 0.016 -0.031 -0.018
C 3.6595 1.9750 -3.6198 0.007 -0.092 -0.026
C 3.1820 0.7180 -3.9679 0.020 0.135 0.092
N 1.8897 0.4055 -3.9232 -0.052 -0.173 -0.099
H 0.6590 3.3103 -2.7969 0.034 -0.004 0.004
H 3.0817 3.9178 -2.9018 0.005 0.003 0.010
H 4.7195 2.1839 -3.6664 -0.007 -0.004 0.017
H 3.8489 -0.0757 -4.2777 0.030 0.030 0.015
C -7.8906 2.8750 0.3808 0.048 -0.017 -0.043
C -6.9743 1.7145 0.0875 -0.004 0.002 0.013
C -6.0901 1.2377 1.0496 -0.011 -0.046 -0.081
C -5.2376 0.1763 0.7715 -0.004 0.032 0.101
C -5.2604 -0.4221 -0.4761 0.053 -0.192 -0.021
C -6.1335 0.0454 -1.4470 0.012 -0.090 -0.118
C -6.9822 1.1027 -1.1657 -0.014 0.046 0.084
S -4.1852 -1.8219 -0.8087 -0.247 0.481 0.191
O -4.9154 -3.0116 -0.4331 -0.193 -0.109 -0.012
O -3.0255 -1.5702 0.0593 -0.363 0.154 0.038
O -3.8792 -1.7326 -2.2366 0.212 0.003 0.173
H -7.8537 3.1466 1.4359 -0.005 0.002 -0.007
H -8.9253 2.6371 0.1265 0.012 0.001 0.003
H -7.6031 3.7533 -0.2026 -0.023 -0.003 0.020
H -6.0640 1.7005 2.0300 -0.013 0.011 -0.006
H -4.5451 -0.1902 1.5185 -0.005 0.009 -0.028
H -6.1324 -0.4253 -2.4229 0.003 0.027 0.030
H -7.6626 1.4626 -1.9305 0.004 0.002 0.004